No. 1
# C21H59N6O8P4SSi2

A molecular structure, C21H59N6O8P4SSi2 (ωB97M-V with the def2-TZVPD basis set, the OMol25 dataset).

Results
* molecular weight: 735.9 g mol⁻¹
* net charge: -1
* spin multiplicity: 1

```
101
Properties=species:S:1:pos:R:3:forces:R:3:mulliken_charge:R:1
C 4.445 2.571 -0.509 0.212 -0.211 -0.128 -1.322
C 3.357 1.697 -1.120 -0.028 -0.311 0.027 0.140
S 1.881 2.661 -1.503 -0.096 0.214 0.142 -0.289
C 0.832 1.411 -2.306 0.473 0.050 0.143 -0.518
Si -1.026 1.652 -2.050 -0.668 0.365 -1.159 0.058
O -1.772 0.319 -1.332 0.576 0.526 0.671 -0.086
Si -1.419 -0.336 0.136 -0.619 0.170 -0.293 -0.481
C -0.238 -1.775 -0.206 -0.077 -0.074 0.598 1.023
C 0.880 -1.913 0.854 -0.092 -0.653 -0.428 -1.506
C -0.947 -3.117 -0.535 -0.177 0.527 0.019 -1.130
C -1.300 -4.028 0.642 0.064 -0.668 -0.453 -0.972
P -0.450 1.251 1.419 0.914 0.641 -0.378 0.476
C -1.860 2.389 1.744 -0.155 -0.360 0.460 -1.163
O -0.131 0.575 2.938 -0.590 -0.184 -0.053 -0.552
P -3.234 -1.117 1.247 0.497 -2.067 0.509 0.535
O -3.477 -0.211 2.606 -0.028 0.918 -0.522 -0.398
O -4.580 -1.043 0.314 0.117 0.729 -0.050 -0.540
C -1.803 1.891 -3.777 -0.355 0.285 -0.569 0.438
O -1.277 1.151 -4.652 -0.007 0.024 0.219 -0.681
O -2.716 2.744 -3.924 0.463 -0.440 0.279 -0.715
H 5.418 2.138 -0.741 0.073 0.012 0.012 0.273
H 4.440 3.581 -0.915 -0.064 0.052 -0.008 0.301
H 4.356 2.615 0.575 -0.124 0.172 0.053 0.409
H 3.093 0.908 -0.412 -0.117 -0.010 0.030 0.106
H 3.710 1.193 -2.020 0.079 0.181 -0.142 0.260
H 0.995 1.493 -3.380 -0.164 -0.155 -0.101 0.578
H 1.207 0.429 -2.010 -0.134 -0.058 0.128 0.154
H -1.261 2.896 -1.267 0.122 -0.245 0.448 -0.177
H 0.241 -1.458 -1.134 -0.103 0.107 -0.097 0.172
H 1.127 -2.971 0.974 0.109 -0.025 0.010 0.498
H 1.792 -1.443 0.493 0.011 0.336 0.281 0.084
H 0.606 -1.556 1.845 0.106 0.202 0.015 0.385
H -1.871 -2.885 -1.074 -0.008 -0.068 -0.130 0.388
H -0.322 -3.640 -1.261 0.097 -0.173 0.114 0.494
H -0.610 -3.957 1.480 -0.038 0.150 0.088 0.286
H -1.251 -5.066 0.298 0.045 -0.057 0.036 0.354
H -2.316 -3.885 0.991 0.020 0.286 0.207 0.189
H -2.586 2.362 0.934 0.010 0.140 -0.108 0.313
H -1.498 3.402 1.908 0.036 0.094 -0.232 0.434
H -2.364 2.057 2.652 -0.111 -0.082 -0.049 0.288
H 0.172 1.300 3.490 0.219 -0.033 0.091 0.291
H -3.113 -0.723 3.331 -0.251 -0.199 0.104 0.217
H -4.995 -1.907 0.352 -0.187 -0.013 0.131 0.322
O 6.003 1.724 -3.744 0.586 2.440 1.217 -0.727
P 6.387 2.322 -5.043 -0.145 -3.266 -3.574 0.317
N 4.960 2.449 -5.929 -0.178 -0.441 0.145 0.207
C 4.863 2.501 -7.372 0.169 0.402 -0.201 -0.770
C 3.988 3.343 -5.303 -0.020 0.089 0.438 -1.018
N 7.403 1.065 -5.714 -0.458 0.079 -0.312 0.309
C 6.857 0.107 -6.665 -0.010 -0.006 -0.160 -1.151
C 8.132 0.352 -4.668 0.109 0.072 0.139 -1.148
N 7.283 3.649 -5.712 0.118 0.730 2.461 0.151
C 8.275 3.427 -6.750 0.028 -0.106 -0.269 -0.861
C 7.830 4.534 -4.668 -0.250 0.082 0.075 -0.980
H 5.176 3.469 -7.791 0.004 -0.006 0.032 0.285
H 3.820 2.341 -7.652 -0.035 0.059 0.084 0.395
H 5.426 1.713 -7.855 0.059 0.088 0.032 0.106
H 4.247 4.401 -5.461 -0.061 -0.016 -0.073 0.307
H 3.933 3.157 -4.230 0.023 -0.021 -0.012 0.171
H 2.991 3.166 -5.706 0.044 -0.070 -0.093 0.406
H 5.890 -0.310 -6.356 0.019 -0.024 -0.028 0.364
H 7.563 -0.716 -6.790 0.010 -0.019 0.165 0.374
H 6.754 0.542 -7.658 0.004 -0.020 0.034 0.301
H 7.519 -0.409 -4.173 -0.010 0.046 0.049 0.312
H 8.486 1.037 -3.898 -0.014 -0.001 -0.004 0.334
H 9.005 -0.137 -5.109 -0.024 0.017 -0.069 0.402
H 9.124 2.818 -6.428 -0.022 -0.029 0.009 0.273
H 8.649 4.409 -7.055 -0.080 0.039 0.050 0.425
H 7.830 2.975 -7.635 -0.009 -0.147 0.086 0.223
H 8.655 4.068 -4.114 0.046 0.070 -0.043 0.317
H 7.049 4.796 -3.951 0.022 -0.054 0.008 0.309
H 8.189 5.465 -5.108 -0.003 -0.030 -0.074 0.377
O -5.539 -2.211 3.872 2.731 -0.475 0.598 -0.775
P -5.864 -2.424 5.298 -4.794 0.611 0.900 0.561
N -6.652 -3.925 5.355 -0.274 0.093 -0.402 0.151
C -7.570 -4.353 6.388 0.231 -0.090 0.428 -0.838
C -5.802 -5.025 4.918 0.268 0.061 -0.208 -1.146
N -7.003 -1.142 5.597 -0.234 -0.465 0.041 0.306
C -8.436 -1.396 5.547 -0.102 -0.049 0.122 -1.178
C -6.687 0.043 4.794 0.171 0.102 0.006 -1.098
N -5.141 -2.408 6.871 2.160 0.271 -1.353 0.079
C -5.770 -1.689 7.967 -0.246 0.027 0.161 -0.883
C -3.699 -2.094 6.819 0.057 -0.225 -0.141 -1.001
H -7.067 -4.609 7.334 0.011 0.012 -0.020 0.283
H -8.093 -5.246 6.040 0.084 -0.037 -0.041 0.388
H -8.337 -3.617 6.590 0.097 0.026 0.049 0.106
H -5.076 -5.318 5.692 -0.065 -0.063 0.008 0.332
H -5.254 -4.745 4.019 -0.005 0.067 0.031 0.285
H -6.413 -5.894 4.671 -0.068 0.024 0.061 0.380
H -8.744 -1.978 4.668 -0.033 0.027 0.013 0.375
H -8.967 -0.444 5.533 0.094 0.055 -0.128 0.378
H -8.787 -1.900 6.447 0.005 0.025 -0.030 0.321
H -7.047 -0.039 3.764 0.070 -0.028 -0.021 0.333
H -5.612 0.215 4.747 -0.004 -0.014 -0.030 0.325
H -7.147 0.919 5.257 -0.037 -0.048 0.056 0.399
H -5.827 -0.609 7.811 -0.019 -0.005 -0.037 0.279
H -5.172 -1.879 8.862 0.045 -0.074 -0.055 0.419
H -6.769 -2.070 8.171 -0.052 0.076 -0.143 0.248
H -3.509 -1.045 6.559 0.030 0.008 0.095 0.335
H -3.206 -2.720 6.073 -0.028 0.037 -0.020 0.326
H -3.230 -2.306 7.780 -0.069 -0.002 0.034 0.364
```
Positions in Å, forces in eV/Å.

=====

No. 2
# C21H60Br2F3N5O8S

8 unconnected molecules or ions with the total composition C21H60Br2F3N5O8S (ωB97M-V with the def2-TZVPD basis set, the OMol25 dataset).

Results
* molecular weight: 759.6 g mol⁻¹
* net charge: +2
* spin multiplicity: 1

```
100
Properties=species:S:1:pos:R:3:forces:R:3:mulliken_charge:R:1
C 2.265 -1.426 -7.787 -0.436 -0.697 1.266 -1.323
C 3.182 -0.877 -6.647 -1.189 0.631 -0.809 0.167
C 2.427 0.144 -5.747 -1.219 -1.846 1.034 -0.509
O 1.273 -0.504 -5.100 2.103 0.491 -1.164 -0.324
C 0.414 0.440 -4.507 -1.115 -0.023 0.889 -0.938
N 3.679 -2.089 -5.830 0.712 1.112 -0.268 -0.235
H 3.940 -2.830 -6.465 -0.807 -0.825 -0.280 0.354
H 4.570 -1.958 -5.372 0.498 0.817 0.277 0.343
H 3.069 -2.342 -5.066 -1.006 -0.572 -0.108 0.313
H 1.817 -0.708 -8.475 0.539 0.315 0.235 0.374
H 1.425 -1.867 -7.252 -0.354 0.142 0.055 0.400
H 2.619 -2.288 -8.353 0.754 0.324 -0.125 0.354
H 4.066 -0.346 -6.999 0.120 -0.312 -0.151 0.325
H 2.047 1.005 -6.298 0.433 -0.026 -0.319 0.505
H 3.096 0.450 -4.943 0.188 0.439 0.046 0.122
H 0.820 1.036 -3.690 0.731 0.054 -0.105 0.311
H -0.355 -0.153 -4.011 -0.235 0.061 -0.330 0.338
H -0.049 1.145 -5.197 0.059 -0.199 -0.369 0.430
C -2.837 2.076 1.960 -0.028 -0.694 0.529 -1.501
C -3.592 3.385 1.853 0.517 0.789 0.412 0.583
C -2.735 4.634 1.899 0.570 1.636 -0.622 -0.673
O -3.443 5.891 1.680 -0.585 -1.128 0.465 -0.363
C -4.404 6.272 2.701 0.371 0.266 -0.531 -0.667
N -4.340 3.420 0.532 -0.051 -0.562 0.707 -0.041
H -4.721 4.280 0.164 -0.367 0.916 0.759 0.418
H -3.654 3.214 -0.181 1.257 -0.678 -1.000 0.048
H -5.041 2.693 0.527 -0.320 -0.133 -0.274 0.386
H -3.527 1.232 1.969 -0.397 -0.096 -0.328 0.231
H -2.427 1.978 2.965 0.371 0.365 -0.051 0.489
H -2.060 1.830 1.236 -0.032 0.644 -0.074 0.128
H -4.222 3.427 2.742 -0.890 -0.008 -0.587 0.199
H -2.012 4.596 1.084 -0.077 -0.006 -0.283 0.260
H -2.103 4.711 2.784 -0.381 -0.314 0.450 0.466
H -5.120 5.477 2.907 0.185 -0.178 0.367 0.276
H -5.011 7.108 2.353 0.228 -0.076 -0.604 0.278
H -3.915 6.690 3.581 0.173 -0.596 0.257 0.300
C -6.989 -2.909 1.542 -0.834 0.145 1.000 -1.391
C -5.954 -2.794 2.638 0.619 -1.353 0.713 0.255
C -4.562 -2.691 2.032 1.185 -0.792 1.173 -0.937
O -3.489 -2.412 2.968 -0.597 1.143 -0.319 -0.210
C -3.079 -3.461 3.834 -1.212 -1.672 0.402 -1.050
N -6.231 -1.684 3.620 -0.757 1.435 -0.535 -0.206
H -7.216 -1.605 3.829 -0.751 -0.552 0.120 0.409
H -5.776 -1.675 4.522 0.770 -0.672 0.235 0.352
H -6.059 -0.766 3.236 0.582 0.442 -0.503 0.261
H -7.318 -1.930 1.193 0.314 -0.042 -0.574 0.396
H -7.875 -3.366 1.981 -0.155 -0.100 -0.185 0.446
H -6.626 -3.589 0.771 0.003 0.396 -0.172 0.381
H -6.075 -3.645 3.309 0.432 -0.369 -0.270 0.310
H -4.631 -1.966 1.221 0.654 0.460 0.208 0.372
H -4.285 -3.629 1.551 -0.476 -0.210 -0.219 0.423
H -3.018 -4.432 3.342 0.482 0.122 -0.616 0.441
H -3.816 -3.704 4.599 -0.647 0.438 0.236 0.357
H -2.189 -3.335 4.450 0.319 0.883 -0.837 0.350
C 3.804 0.989 -0.820 0.493 -0.292 0.184 -1.318
C 5.030 1.917 -0.770 -1.934 0.233 -0.198 0.216
C 5.468 2.318 0.608 1.179 1.138 0.961 -0.884
O 6.504 3.284 0.487 -1.116 0.347 -1.672 -0.336
C 7.045 3.702 1.698 2.085 -0.519 1.014 -0.785
N 6.184 1.368 -1.582 -0.690 -0.150 0.956 -0.172
H 5.832 0.942 -2.428 0.036 0.215 -0.522 0.268
H 6.809 2.146 -1.739 0.602 0.203 -0.292 0.384
H 6.664 0.635 -1.080 0.460 -0.302 0.416 0.396
H 3.966 0.046 -0.299 0.186 -0.166 -0.138 0.509
H 3.501 0.814 -1.852 0.183 -0.171 -0.108 0.167
H 2.905 1.400 -0.360 0.349 0.519 0.138 0.340
H 4.726 2.790 -1.348 0.258 0.338 0.245 0.278
H 5.873 1.516 1.225 -0.178 -0.697 -0.123 0.541
H 4.701 2.801 1.212 -0.741 -0.386 -0.382 0.459
H 6.509 4.229 2.488 -1.228 -0.069 -0.564 0.306
H 7.884 4.364 1.485 0.010 -0.174 -0.255 0.273
H 7.439 2.787 2.139 0.348 0.090 0.601 0.359
C 1.038 -0.596 -1.328 -0.654 -1.147 0.506 -1.618
C 0.127 -0.927 -0.104 1.022 0.431 0.530 0.449
C 0.586 -0.186 1.195 -0.763 -0.129 -0.178 -0.660
O -0.463 -0.108 2.134 -0.895 -0.106 0.956 -0.326
C -0.659 -1.200 3.091 1.125 -0.399 -1.060 -0.874
N -1.283 -0.522 -0.513 1.881 0.555 1.274 0.238
H -1.195 0.419 -0.868 -0.493 0.912 -0.757 0.090
H -1.620 -1.206 -1.175 -0.804 -1.066 -1.023 0.019
H -1.909 -0.481 0.279 -0.085 -0.266 0.452 0.171
H 0.599 -1.233 -2.095 0.333 0.226 -0.536 0.657
H 2.079 -0.893 -1.205 -0.248 -0.392 0.388 0.431
H 1.069 0.449 -1.638 -0.594 0.071 0.254 0.216
H 0.057 -1.997 0.087 0.238 -0.038 -0.235 0.301
H 0.855 0.835 0.923 -0.326 0.340 -0.017 0.145
H 1.479 -0.567 1.691 0.120 -0.744 -0.466 0.377
H 0.234 -1.439 3.669 0.223 0.804 0.321 0.388
H -0.770 -2.154 2.577 -0.663 0.040 -0.335 0.364
H -1.516 -0.988 3.731 0.197 0.230 -0.327 0.300
C 2.541 -3.577 2.200 1.086 -2.303 0.400 0.564
F 1.480 -3.766 3.026 0.459 1.070 -0.362 -0.224
F 2.081 -3.405 0.963 -0.661 0.123 -0.692 -0.217
F 3.210 -2.443 2.477 -0.369 0.221 0.611 -0.250
S 3.635 -5.172 2.358 1.258 -2.103 2.948 1.168
O 2.736 -6.280 2.454 -2.123 0.024 -0.504 -0.653
O 4.456 -5.298 1.188 0.575 1.728 -0.942 -0.661
O 4.314 -5.041 3.661 -0.336 1.642 -1.651 -0.664
Br -1.436 3.019 -1.571 -0.296 -0.493 0.511 -0.751
Br -2.520 -3.443 -1.937 0.241 0.879 0.450 -0.766
```
Positions in Å, forces in eV/Å.

=====

| no. | electronic energy (eV) |
| --- | --- |
| 1 | -111805.0420 |
| 2 | -205633.0062 |